53
Properties=species:S:1:pos:R:3:lowdin_charge:R:1 method="wB97M-V/def2-TZVPD" homo_ev="-8.94 / -8.94" relative_energy_kj_mol=0.0 homo_lumo_gap_ha="0.2424 / 0.2058"
Na -1.216 -0.318 0.327 0.458
C 3.519 -0.828 0.290 0.028
C 2.424 -1.239 1.221 -0.179
N 2.387 -0.855 2.427 0.150
O 3.079 -0.076 3.135 0.159
B 2.801 1.528 2.890 -0.998
F 2.682 1.664 1.550 0.230
F 3.857 2.121 3.475 0.229
O 1.566 1.873 3.630 0.118
N 0.518 1.178 3.253 0.165
C -0.601 1.532 3.876 -0.192
C -0.692 2.629 4.888 0.008
C -1.728 0.728 3.551 -0.175
N -1.478 -0.270 2.679 0.068
O -2.437 -1.102 2.529 0.069
B -1.981 -2.628 1.925 -1.012
F -3.110 -3.000 1.273 0.205
F -1.708 -3.276 3.085 0.209
O -0.893 -2.517 0.983 0.035
N 0.295 -2.072 1.546 0.134
C 1.260 -2.026 0.719 -0.250
C 1.288 -2.558 -0.678 0.008
C -3.073 0.885 4.161 0.015
H 4.316 -0.327 0.832 0.099
H 3.069 -0.130 -0.421 0.100
H 3.911 -1.692 -0.243 0.096
H 0.290 3.043 5.088 0.085
H -1.116 2.254 5.819 0.099
H -1.337 3.428 4.518 0.104
H 0.383 -3.124 -0.878 0.090
H 2.150 -3.216 -0.802 0.095
H 1.365 -1.735 -1.389 0.081
H -3.170 1.816 4.709 0.081
H -3.263 0.044 4.833 0.113
H -3.833 0.833 3.381 0.103
C -0.825 -0.627 -7.105 -0.052
C -0.687 -0.082 -5.708 -0.276
C -1.805 0.180 -4.928 -0.037
C -1.676 0.663 -3.630 -0.048
C -0.415 0.887 -3.109 -0.268
C 0.718 0.642 -3.879 -0.055
C 0.576 0.159 -5.167 -0.040
S -0.192 1.496 -1.454 0.482
O 0.473 2.764 -1.561 -0.284
O -1.541 1.527 -0.857 -0.367
O 0.605 0.437 -0.788 -0.367
H -1.837 -0.494 -7.483 0.074
H -0.598 -1.694 -7.127 0.082
H -0.135 -0.131 -7.788 0.078
H -2.792 0.010 -5.340 0.111
H -2.546 0.879 -3.025 0.109
H 1.697 0.846 -3.467 0.118
H 1.457 -0.028 -5.770 0.114

---

58
Properties=species:S:1:pos:R:3:lowdin_charge:R:1 method="wB97M-V/def2-TZVPD" homo_ev=-6.09 charge=-1 relative_energy_kj_mol=70.4 homo_lumo_gap_ha=0.2841
C 3.124 1.679 2.011 0.021
B 1.743 1.036 2.439 -0.436
O 0.846 1.912 3.037 0.123
C 1.386 -0.549 2.249 -0.313
C 1.713 -1.115 3.665 -0.119
C 3.212 -1.410 3.891 -0.141
C 3.670 -2.851 3.530 -0.257
O 2.616 -3.767 3.325 -0.092
N 2.344 -0.971 1.217 0.091
C 1.884 -0.560 -0.044 -0.387
O 2.494 -0.251 -0.974 0.217
C 0.300 -0.558 0.085 -0.263
F -0.050 -1.527 -0.833 -0.006
B -0.197 0.829 -0.597 -0.523
O -0.185 1.995 0.118 0.184
N -0.598 0.828 -1.995 -0.080
C -2.044 1.160 -2.155 -0.040
C 0.289 1.687 -2.798 -0.060
C 0.018 -0.886 1.558 -0.382
Br -0.030 -2.903 1.552 0.998
C -1.284 -0.472 2.228 -0.471
F -1.456 0.841 2.278 0.161
F -1.221 -0.867 3.511 0.123
C -2.602 -1.073 1.654 -0.422
F -2.531 -1.405 0.378 0.174
F -2.941 -2.162 2.322 0.141
C -3.829 -0.119 1.801 -0.638
F -4.890 -0.847 1.499 0.187
F -3.807 0.861 0.958 0.220
F -3.999 0.278 3.023 0.222
H 3.019 2.322 1.137 0.084
H 3.396 2.351 2.834 0.071
H 3.933 0.961 1.918 0.054
H 0.688 1.644 3.954 0.110
H 1.489 -0.302 4.364 0.107
H 1.075 -1.938 3.968 0.096
H 3.354 -1.308 4.968 0.109
H 3.850 -0.662 3.432 0.100
H 4.297 -2.778 2.635 0.111
H 4.347 -3.188 4.314 0.109
H 2.606 -3.978 2.386 0.057
H 2.721 -1.906 1.284 0.118
H -0.859 2.614 -0.193 0.130
H -2.204 2.167 -2.528 0.078
H -2.509 0.393 -2.769 0.095
H -2.492 1.128 -1.151 0.064
H -0.266 2.229 -3.553 0.062
H 0.818 2.436 -2.190 0.081
H 1.056 1.113 -3.320 0.087
B -2.028 -0.082 -7.278 -1.052
O -1.464 0.618 -6.086 0.219
C -2.256 1.622 -5.776 -0.400
O -2.082 2.388 -4.859 0.092
C -3.415 1.657 -6.755 -0.417
O -4.318 2.454 -6.748 0.118
O -3.271 0.668 -7.617 0.213
F -2.331 -1.404 -6.964 0.136
F -1.126 -0.031 -8.339 0.134

---

48
Properties=species:S:1:pos:R:3:lowdin_charge:R:1 method="wB97M-V/def2-TZVPD" homo_ev="-12.07 / -12.10" charge=+1 relative_energy_kj_mol=56.7 s2=0.758 spin_multiplicity=2 homo_lumo_gap_ha="0.3433 / 0.2362"
Ir 0.337 0.096 -0.412 1.504
O -1.994 0.159 -0.552 -0.143
C -3.008 -0.704 -1.103 -0.154
C -2.722 -2.139 -0.758 -0.111
N -1.394 -2.509 -1.215 -0.115
C -1.057 -2.412 -2.537 0.009
C -0.526 -0.763 -3.234 -0.509
O -0.855 -0.760 -4.374 0.165
O 0.023 0.056 -2.474 -0.093
C -0.622 -3.382 -0.338 -0.040
C 0.856 -2.988 -0.331 -0.611
O 1.693 -3.778 0.021 0.119
O 1.083 -1.799 -0.801 -0.211
H -2.367 0.727 0.129 0.118
H -3.000 -0.541 -2.182 0.130
H -3.994 -0.422 -0.737 0.144
H -3.496 -2.794 -1.172 0.154
H -2.731 -2.260 0.325 0.124
H -1.887 -2.536 -3.227 0.136
H -0.168 -2.981 -2.787 0.143
H -0.720 -4.420 -0.660 0.153
H -1.009 -3.304 0.676 0.118
C 4.419 0.334 0.472 -0.014
C 3.370 -0.265 -0.219 -0.067
N 2.241 0.372 0.075 -0.113
N 2.518 1.361 0.964 -0.003
C 3.838 1.351 1.202 -0.039
B 1.401 2.231 1.608 -0.449
N 0.484 1.202 2.324 -0.004
C 0.035 1.069 3.576 -0.031
C -0.724 -0.085 3.652 -0.021
C -0.681 -0.619 2.370 -0.099
N 0.055 0.170 1.582 -0.118
N 0.526 2.883 0.509 -0.008
C 0.085 4.130 0.312 -0.036
C -0.639 4.161 -0.868 -0.021
C -0.596 2.858 -1.352 -0.096
N 0.115 2.101 -0.513 -0.118
H 5.455 0.052 0.448 0.110
H 3.363 -1.094 -0.904 0.124
H 4.263 2.065 1.887 0.134
H 1.844 3.040 2.359 0.127
H 0.288 1.802 4.324 0.137
H -1.226 -0.488 4.513 0.110
H -1.104 -1.533 1.992 0.099
H 0.342 4.913 1.004 0.136
H -1.116 5.012 -1.320 0.109
H -0.996 2.432 -2.256 0.120

---

42
Properties=species:S:1:pos:R:3:lowdin_charge:R:1 method="wB97M-V/def2-TZVPD" homo_ev=-16.94 charge=+3 relative_energy_kj_mol=59.3 homo_lumo_gap_ha=0.1191
Pt 1.281 -0.139 0.048 0.377
C 0.639 -3.562 1.045 0.005
C 0.000 -2.991 -0.163 -0.252
C -0.962 -3.780 -0.945 0.177
C -1.567 -3.308 -2.089 0.055
C -1.221 -2.044 -2.542 0.176
C -0.281 -1.282 -1.768 -0.373
N 0.269 -1.798 -0.584 -0.054
N 0.148 -0.100 -2.004 0.085
Si 0.136 1.011 -3.443 0.471
C 0.927 2.580 -2.945 -0.174
C 1.136 0.062 -4.696 -0.115
C -1.631 1.308 -3.947 -0.124
H 1.340 -4.348 0.735 0.132
H -0.106 -4.047 1.681 0.124
H 1.167 -2.806 1.619 0.056
H -1.207 -4.775 -0.582 0.164
H -2.287 -3.915 -2.625 0.156
H -1.654 -1.619 -3.442 0.140
H 1.997 2.461 -2.758 0.038
H 0.445 3.002 -2.059 0.035
H 0.801 3.293 -3.764 0.068
H 2.076 -0.303 -4.281 0.049
H 1.350 0.766 -5.505 0.071
H 0.568 -0.782 -5.095 0.050
H -2.186 1.797 -3.146 0.057
H -2.157 0.400 -4.247 0.034
H -1.580 1.975 -4.811 0.069
Br 3.632 -1.122 0.441 0.886
C 4.813 0.380 0.591 -0.644
C 6.163 0.096 0.612 -0.084
C 7.059 1.152 0.732 -0.008
C 6.603 2.458 0.825 -0.011
C 5.240 2.730 0.803 -0.108
C 4.359 1.672 0.689 -0.656
I 2.318 2.140 0.738 1.207
H 6.520 -0.923 0.539 0.125
H 8.120 0.940 0.746 0.137
H 7.303 3.277 0.915 0.137
H 4.885 3.751 0.874 0.119
I -0.830 -0.099 2.265 0.109
I -2.587 0.422 4.205 0.293

---

no.,calculated total energy (a.u.)
1,-2338.4976
2,-4942.0454
3,-1471.5154
4,-4567.3117